# 1
Here is the ion C3H4N2O2P with charge -1 at a distorted geometry from the OMol25 dataset. Energies are from wB97M-V/def2-TZVPD.

Results
total charge = -1
orbital gap = 7.8 eV
LUMO level = 3.9 eV
ΔE to the lowest compared entry with this formula, charge and spin = 24.1 kcal/mol
SMILES = O=C=CN/C([O-])=N/P
maximum force = 4.24 eV/A
E_tot = -19539.5943 eV

Cartesian coordinates (Å):
O (3.02, 1.61, 0.04)
C (2.36, 0.60, 0.05)
C (2.10, -0.67, 0.14)
N (0.75, -1.15, 0.46)
C (-0.33, -0.27, 0.37)
O (-1.43, -0.80, 0.29)
N (0.02, 0.99, 0.33)
P (-1.14, 2.18, 0.13)
H (2.95, -1.24, -0.18)
H (0.42, -1.99, -0.02)
H (-2.28, 1.43, 0.37)
H (-1.32, 1.79, -1.21)

How positive or negative is each atom? The natural (NBO) charges in e answer that:
1. O -0.569
2. C 0.678
3. C -0.368
4. N -0.637
5. C 0.723
6. O -0.765
7. N -1.007
8. P 0.474
9. H 0.228
10. H 0.381
11. H -0.053
12. H -0.084

=====

# 2
Here is a structure of composition C24H40N3O6PdS2Si at a distorted geometry from the OMol25 dataset. Energies are from wB97M-V/def2-TZVPD.

Results
total charge = +1
orbital gap = 4.7 eV
LUMO level = -6.2 eV
ΔE to the lowest compared entry with this formula, charge and spin = 0.0 kcal/mol
maximum force = 1.31 eV/A
E_tot = -75314.9850 eV

Cartesian coordinates (Å):
Pd (-1.42, 1.02, -0.82)
C (-4.23, 2.26, 2.11)
Si (-2.45, 2.57, 1.68)
C (-2.36, 3.74, 0.26)
C (-1.30, 3.07, 3.06)
N (-1.87, 0.87, 1.09)
C (-2.07, -0.24, 1.68)
C (-2.53, -0.31, 3.07)
C (-2.99, -1.46, 3.59)
C (-3.02, -2.65, 2.78)
C (-2.56, -2.69, 1.50)
C (-1.99, -1.54, 0.94)
O (-1.37, -1.53, -0.19)
C (-1.55, -2.59, -1.14)
C (-0.45, -3.35, -1.46)
C (-0.59, -4.33, -2.43)
C (-1.82, -4.51, -3.06)
C (-2.90, -3.71, -2.72)
C (-2.78, -2.72, -1.75)
H (-4.70, 3.21, 2.36)
H (-4.41, 1.57, 2.93)
H (-4.73, 1.87, 1.21)
H (-2.64, 4.73, 0.65)
H (-3.06, 3.47, -0.53)
H (-1.37, 3.84, -0.18)
H (-1.56, 4.09, 3.35)
H (-0.27, 3.10, 2.69)
H (-1.33, 2.46, 3.96)
H (-2.52, 0.59, 3.65)
H (-3.35, -1.50, 4.61)
H (-3.40, -3.56, 3.23)
H (-2.56, -3.61, 0.94)
H (0.50, -3.17, -0.96)
H (0.25, -4.94, -2.70)
H (-1.93, -5.26, -3.82)
H (-3.85, -3.82, -3.24)
H (-3.59, -2.04, -1.52)
O (-3.52, 1.86, -2.71)
S (-3.83, 0.47, -2.39)
O (-5.23, 0.16, -2.51)
O (-3.37, 0.27, -0.90)
O (-2.93, -0.43, -3.18)
C (4.02, 1.18, 2.66)
C (4.29, -0.32, 2.79)
C (3.83, -1.17, 1.61)
C (2.32, -1.37, 1.50)
N (1.56, -0.19, 1.09)
C (1.54, 0.35, -0.13)
S (0.70, 1.87, -0.32)
N (2.18, -0.23, -1.12)
C (2.30, 0.25, -2.50)
C (3.75, 0.17, -2.96)
C (4.69, 1.09, -2.17)
C (4.35, 2.57, -2.30)
H (4.46, 1.73, 3.49)
H (2.95, 1.42, 2.65)
H (4.45, 1.58, 1.74)
H (3.84, -0.70, 3.71)
H (5.36, -0.46, 2.91)
H (4.28, -2.16, 1.68)
H (4.22, -0.72, 0.68)
H (1.92, -1.68, 2.47)
H (2.09, -2.19, 0.80)
H (1.13, 0.38, 1.80)
H (2.73, -1.05, -0.90)
H (1.92, 1.26, -2.53)
H (1.65, -0.35, -3.14)
H (3.77, 0.44, -4.01)
H (4.10, -0.87, -2.90)
H (5.71, 0.91, -2.52)
H (4.69, 0.80, -1.11)
H (4.28, 2.86, -3.35)
H (5.11, 3.18, -1.83)
H (3.39, 2.81, -1.83)
O (-0.92, 1.10, -2.85)
H (-1.43, 1.88, -3.14)
H (-1.60, 0.38, -3.11)

How positive or negative is each atom? The Mulliken charges in e answer that:
1. Pd 0.475
2. C -1.082
3. Si 0.024
4. C -0.984
5. C -1.016
6. N 0.234
7. C 1.171
8. C -0.705
9. C -0.949
10. C -0.514
11. C -1.328
12. C 0.804
13. O 0.840
14. C 0.177
15. C -0.270
16. C -0.730
17. C -0.637
18. C -0.963
19. C -0.068
20. H 0.429
21. H 0.428
22. H 0.313
23. H 0.443
24. H 0.283
25. H 0.283
26. H 0.414
27. H 0.240
28. H 0.398
29. H 0.450
30. H 0.473
31. H 0.461
32. H 0.656
33. H 0.318
34. H 0.463
35. H 0.441
36. H 0.451
37. H 0.666
38. O -0.677
39. S 1.007
40. O -0.708
41. O -0.557
42. O -0.765
43. C -0.829
44. C -0.690
45. C -0.227
46. C -0.902
47. N 0.251
48. C 0.261
49. S -0.638
50. N 0.196
51. C -0.993
52. C -0.975
53. C 0.373
54. C -1.241
55. H 0.406
56. H 0.108
57. H 0.194
58. H 0.301
59. H 0.355
60. H 0.522
61. H -0.064
62. H 0.717
63. H -0.084
64. H 0.300
65. H 0.375
66. H 0.557
67. H 0.276
68. H 0.426
69. H 0.404
70. H 0.428
71. H -0.335
72. H 0.330
73. H 0.413
74. H 0.231
75. O -0.705
76. H 0.420
77. H 0.455

=====

# 3
Here is the ion C4H10N3 with charge +1 at a distorted geometry from the OMol25 dataset. Energies are from wB97M-V/def2-TZVPD.

Results
total charge = +1
orbital gap = 9.9 eV
LUMO level = -3.7 eV
ΔE to the lowest compared entry with this formula, charge and spin = 43.1 kcal/mol
SMILES = CC(=[NH2+])/N=C/CN
maximum force = 3.59 eV/A
E_tot = -8772.7307 eV

Cartesian coordinates (Å):
C (-1.34, 1.88, -0.94)
C (-1.39, 0.37, -0.68)
N (-2.23, -0.48, -1.32)
N (-0.53, -0.12, 0.22)
C (-0.17, -0.43, 1.44)
C (1.11, -1.00, 1.89)
N (2.18, -1.01, 0.93)
H (-2.25, 2.34, -0.74)
H (-1.25, 1.99, -1.98)
H (-0.42, 2.27, -0.40)
H (-2.75, -0.44, -2.20)
H (-2.31, -1.36, -0.94)
H (-0.86, -0.48, 2.27)
H (1.26, -0.32, 2.83)
H (0.96, -2.02, 2.40)
H (2.65, -0.14, 0.82)
H (2.91, -1.55, 1.33)

How positive or negative is each atom? The natural (NBO) charges in e answer that:
1. C -0.658
2. C 0.577
3. N -0.725
4. N -0.412
5. C 0.260
6. C -0.301
7. N -0.807
8. H 0.262
9. H 0.253
10. H 0.258
11. H 0.445
12. H 0.406
13. H 0.207
14. H 0.218
15. H 0.269
16. H 0.373
17. H 0.375

=====

# 4
Here is the molecule C4H9NO from the OMol25 dataset. Energies are from wB97M-V/def2-TZVPD.

Results
orbital gap = 10.6 eV
LUMO level = 0.9 eV
ΔE to the lowest compared entry with this formula, charge and spin = 8.3 kcal/mol
SMILES = CC(C)NC=O
maximum force = 0.63 eV/A
E_tot = -7831.9618 eV

Cartesian coordinates (Å):
C (0.68, -1.48, 0.18)
C (0.16, -0.05, 0.33)
C (1.28, 0.97, 0.18)
N (-0.91, 0.20, -0.64)
C (-2.17, 0.54, -0.28)
O (-2.57, 0.69, 0.86)
H (1.42, -1.70, 0.96)
H (1.17, -1.61, -0.80)
H (-0.13, -2.22, 0.25)
H (-0.31, 0.06, 1.31)
H (0.92, 1.99, 0.29)
H (1.75, 0.88, -0.81)
H (2.05, 0.79, 0.94)
H (-0.71, 0.08, -1.62)
H (-2.82, 0.68, -1.16)

How positive or negative is each atom? The natural (NBO) charges in e answer that:
1. C -0.611
2. C -0.071
3. C -0.609
4. N -0.616
5. C 0.530
6. O -0.618
7. H 0.216
8. H 0.197
9. H 0.219
10. H 0.232
11. H 0.220
12. H 0.198
13. H 0.214
14. H 0.391
15. H 0.108

=====

# 5
Here is the molecule C4H6N2O at a distorted geometry from the OMol25 dataset. Energies are from wB97M-V/def2-TZVPD.

Results
orbital gap = 10.6 eV
LUMO level = 0.8 eV
ΔE to the lowest compared entry with this formula, charge and spin = 68.9 kcal/mol
SMILES = [H]/N=C\N1CCC1=O
maximum force = 5.21 eV/A
E_tot = -9270.5125 eV

Cartesian coordinates (Å):
H (-2.81, -0.64, -0.32)
N (-2.75, 0.46, 0.08)
C (-1.54, 0.94, 0.05)
N (-0.27, 0.32, -0.43)
C (0.29, -1.05, -0.13)
C (1.76, -0.47, 0.20)
C (1.04, 0.97, -0.08)
O (1.40, 2.06, -0.08)
H (-1.65, 1.94, 0.37)
H (-0.33, -1.40, 0.86)
H (0.18, -1.74, -0.94)
H (2.25, -0.72, 1.14)
H (2.42, -0.67, -0.73)

How positive or negative is each atom? The natural (NBO) charges in e answer that:
1. H 0.319
2. N -0.628
3. C 0.251
4. N -0.515
5. C -0.209
6. C -0.534
7. C 0.742
8. O -0.509
9. H 0.204
10. H 0.193
11. H 0.207
12. H 0.246
13. H 0.231

=====

Please write out number 5 again, unchanged.
Here is the molecule C4H6N2O at a distorted geometry from the OMol25 dataset. Energies are from wB97M-V/def2-TZVPD.

Results
orbital gap = 10.6 eV
LUMO level = 0.8 eV
ΔE to the lowest compared entry with this formula, charge and spin = 68.9 kcal/mol
SMILES = [H]/N=C\N1CCC1=O
maximum force = 5.21 eV/A
E_tot = -9270.5125 eV

Cartesian coordinates (Å):
H (-2.81, -0.64, -0.32)
N (-2.75, 0.46, 0.08)
C (-1.54, 0.94, 0.05)
N (-0.27, 0.32, -0.43)
C (0.29, -1.05, -0.13)
C (1.76, -0.47, 0.20)
C (1.04, 0.97, -0.08)
O (1.40, 2.06, -0.08)
H (-1.65, 1.94, 0.37)
H (-0.33, -1.40, 0.86)
H (0.18, -1.74, -0.94)
H (2.25, -0.72, 1.14)
H (2.42, -0.67, -0.73)

How positive or negative is each atom? The natural (NBO) charges in e answer that:
1. H 0.319
2. N -0.628
3. C 0.251
4. N -0.515
5. C -0.209
6. C -0.534
7. C 0.742
8. O -0.509
9. H 0.204
10. H 0.193
11. H 0.207
12. H 0.246
13. H 0.231